{
  "formula": "C16H32AlBCl2N4O8Pb",
  "method": "wB97M-V/def2-TZVPD",
  "elements": ["Pb", "Al", "Cl", "O", "O", "O", "O", "Cl", "O", "O", "O", "O", "B", "H", "H", "H", "H", "C", "C", "C", "C", "N", "H", "H", "H", "H", "H", "H", "H", "C", "C", "C", "C", "N", "H", "H", "H", "H", "H", "H", "H", "C", "C", "C", "C", "N", "H", "H", "H", "H", "H", "H", "H", "C", "C", "C", "C", "N", "H", "H", "H", "H", "H", "H", "H"],
  "xyz": [[-0.515193, 1.772888, -3.975700], [3.383422, 1.535572, -0.509760], [3.107750, -0.128647, -4.837296], [4.317820, 0.250062, -5.370986], [2.032841, 0.751812, -5.318922], [2.748832, -1.482964, -5.063134], [3.272689, -0.052401, -3.460752], [2.664432, 4.425350, -3.378761], [2.982776, 5.651189, -4.002978], [3.882405, 3.549401, -3.530546], [2.560250, 4.538978, -1.963977], [1.468268, 3.737073, -3.904139], [0.514165, 1.260152, -1.632327], [0.763285, 0.212412, -1.565909], [-0.539904, 1.381250, -1.828602], [0.738024, 1.785244, -0.716678], [1.190084, 1.728546, -2.330884], [-2.879092, -0.762943, -0.252525], [-1.792786, -1.278774, 0.692693], [-2.351691, -2.271807, 1.763726], [-1.272146, -3.085227, 2.373363], [-0.400825, -3.719667, 2.911147], [-3.746298, -0.429804, 0.317623], [-3.352073, -1.566441, -0.817132], [-2.583584, -0.010377, -0.983574], [-1.362211, -0.424775, 1.215564], [-1.033668, -1.736313, 0.058263], [-3.059957, -2.933562, 1.265182], [-2.856548, -1.786745, 2.599152], [3.374145, -4.464716, 1.681317], [3.085122, -4.746039, 0.229503], [1.867892, -4.012995, -0.319548], [2.104207, -2.543068, -0.280948], [2.226086, -1.392307, -0.362372], [4.293641, -4.994308, 1.930630], [2.678717, -4.581217, 2.512523], [3.662161, -3.428034, 1.855774], [2.742936, -5.780383, 0.263142], [3.885252, -4.597005, -0.495531], [0.939400, -4.220049, 0.212561], [1.633075, -4.272850, -1.351739], [1.292889, 1.407830, 5.492780], [1.602536, -0.033339, 5.183767], [0.922123, -0.634348, 3.999200], [1.224948, 0.142290, 2.762332], [1.425882, 0.737652, 1.791232], [1.414747, 2.088754, 4.650408], [1.944653, 1.729774, 6.304968], [0.273653, 1.395847, 5.878932], [1.528317, -0.564638, 6.132617], [2.686172, -0.074276, 5.073524], [-0.153138, -0.713031, 4.159621], [1.347408, -1.627048, 3.851616], [-4.009667, 3.635605, -0.540395], [-5.216104, 3.422645, -1.427088], [-5.309764, 2.077159, -2.183852], [-4.049733, 1.673294, -2.816741], [-3.073557, 1.342076, -3.293714], [-3.147748, 3.594027, -1.206340], [-3.910310, 2.964887, 0.313051], [-4.123965, 4.669488, -0.214632], [-5.282231, 4.255780, -2.126809], [-6.173028, 3.392386, -0.906051], [-6.084072, 2.033250, -2.949755], [-5.503709, 1.207425, -1.556114]],
  "atomic_forces_ev_per_a": [[0.4, -0.1, 0.6], [-1.5, -0.9, 0.2], [-3.2, 0.6, -3.3], [2.6, 0.7, -1.8], [0.7, -0.8, 0.9], [-0.2, -0.6, -0.4], [-0.1, 0.5, 5.2], [0.8, -1.6, -1.9], [-0.9, -0.3, 0.0], [-1.6, 0.2, -0.1], [-0.2, -0.1, 1.4], [1.5, 1.2, 0.3], [0.9, -0.8, -0.5], [0.6, -3.7, 0.0], [-4.6, 0.7, -0.5], [0.5, 2.1, 3.6], [2.6, 1.9, -3.3], [-1.1, -0.6, 0.3], [-0.4, 0.3, 0.0], [0.8, -0.2, -0.6], [3.8, -2.8, 2.4], [-4.1, 3.2, -2.8], [0.1, 0.6, 0.2], [0.4, -0.4, -0.3], [0.3, 0.1, 0.4], [0.3, -0.1, -0.1], [0.2, -0.2, 0.4], [0.0, -0.2, 0.2], [-0.1, 0.2, -0.2], [1.9, 1.4, 0.7], [-1.9, -1.0, 0.4], [-0.2, 1.2, 0.0], [-0.5, 0.7, -0.6], [0.5, -0.8, 0.2], [-0.1, -0.2, 0.2], [-0.7, -0.8, -0.8], [0.2, 0.5, -0.4], [0.4, -0.3, -0.7], [0.4, -0.2, 0.6], [0.1, 0.0, 0.4], [0.3, 0.0, -0.2], [-0.6, -0.1, 0.5], [2.1, 0.9, 1.1], [0.3, -0.2, -0.6], [-0.4, 0.1, -0.2], [0.5, -0.3, 0.6], [-0.1, 0.0, 0.0], [-0.1, 0.2, -0.1], [-0.2, 0.7, -0.1], [-0.8, -0.6, -0.3], [0.2, -0.2, -0.6], [0.0, 0.0, -0.3], [-0.4, -0.2, -0.2], [-0.4, 0.4, -0.5], [-1.1, -0.9, -0.3], [0.9, -0.6, -0.4], [-1.7, 0.8, 0.4], [2.2, -0.2, -0.8], [0.4, 0.0, 0.4], [0.0, 0.0, -0.2], [0.4, -0.1, 0.4], [0.0, -0.2, -0.2], [0.1, 0.5, 0.4], [0.0, 0.3, 0.0], [-0.2, 0.2, 0.6]],
  "mulliken_charge": [1.19, 1.07, 1.70, -0.43, -0.56, -0.44, -0.39, 1.60, -0.46, -0.40, -0.46, -0.52, 0.87, -0.19, -0.35, -0.14, -0.32, -1.32, 0.45, -0.49, 0.14, -0.52, 0.41, 0.44, -0.02, 0.12, -0.01, 0.42, 0.37, -1.13, -0.40, -0.36, -0.07, -0.18, 0.35, 0.32, 0.31, 0.29, 0.31, 0.26, 0.38, -1.15, -0.76, 0.07, 0.07, -0.29, 0.33, 0.35, 0.29, 0.40, 0.35, 0.27, 0.15, -0.88, -0.45, -0.41, 0.14, -0.44, 0.17, 0.29, 0.35, 0.33, 0.31, 0.41, 0.27],
  "gap_ev": 2.5,
  "charge": 2,
  "total_energy_ev": -76974.2778,
  "e_lumo_ev": -13.2,
  "homo_ev": -15.6502
}